This record from OMol25 describes a structure of composition C23H15Cl2N5O2S4SbW at a distorted geometry. The level of theory is the ωB97M-V functional and the def2-TZVPD basis.

The energy above the lowest of the compared OMol25 structures with the same formula, charge and spin is 0.945 eV. For the strongest force on any atom, the calculation gives 3.2 eV/Å. The calculation puts the HOMO-LUMO gap (alpha / beta) at 0.1497 / 0.1705 hartree. The total charge is +1.

Structure (XYZ):
```
53
Properties=species:S:1:pos:R:3:forces:R:3
H 1.95808 1.74421 -1.49341 -0.81 -0.08 0.32
C -0.33579 4.15254 -1.19450 -0.08 0.54 -0.26
O -3.07703 -0.21393 -1.82940 -1.35 0.25 0.19
H 2.34857 -0.66046 -2.76781 -1.69 -0.49 -0.91
H 1.79319 0.52543 5.12786 0.60 -0.03 -0.42
C 3.70667 1.55322 2.38879 -1.42 0.12 0.91
H 4.60388 2.12024 2.06317 -0.80 -0.48 0.46
C -1.36742 -0.42545 -4.01125 0.95 0.82 2.06
C 0.85810 3.52955 -1.50301 -0.79 0.24 0.10
S 4.56067 -4.15329 0.13525 -1.67 0.51 -0.40
H -3.83344 -1.86251 -0.64149 -0.57 -0.20 -0.46
C -1.79084 -1.29418 1.94407 -1.37 -0.66 -0.10
S 2.94060 -2.98239 -3.33927 -0.10 -1.49 2.16
H -2.11047 3.98306 0.01979 0.51 -0.66 -0.28
Cl -4.86180 -2.75987 4.02818 -0.15 -0.15 0.29
C 2.73498 1.22722 1.41006 1.03 -0.28 1.70
N -0.56122 -0.72463 1.98953 2.33 0.15 -0.91
C -1.94760 -0.50615 -1.58394 0.52 0.25 -0.22
H -0.50695 -0.68767 -5.99000 -0.40 -0.06 0.06
N 0.30579 -0.62073 -2.22440 1.75 0.00 -0.17
H 4.03700 1.62231 4.63584 -0.11 -0.23 -0.97
W 0.59577 -0.60816 0.15716 -1.05 -2.35 -0.59
H -0.48859 5.16452 -1.65865 -0.30 -1.05 1.06
C -0.94377 2.15085 0.03033 0.58 0.27 0.07
C -3.89819 -2.21710 2.73741 1.00 0.29 0.45
C -2.27050 -1.35087 0.63811 -0.30 0.56 -0.12
C 2.22038 0.64102 4.12186 -1.86 -0.11 -1.66
C -1.21545 3.45366 -0.35678 -0.83 1.11 0.00
N -1.44129 -0.87638 -0.33424 1.53 0.83 -0.26
C -3.51886 -1.80090 0.36784 -2.37 -1.12 1.91
C -4.37461 -2.21844 1.44169 0.89 -0.66 -2.91
C 1.02126 2.22857 -1.15509 1.43 -1.25 -0.10
C 3.40874 1.28277 3.78880 0.27 0.16 -1.10
C 1.35056 0.24106 3.05602 1.95 0.15 -1.71
N 1.65656 0.42039 1.70622 1.11 1.95 2.25
C -0.93792 -0.46049 -2.65434 -0.98 -0.68 -0.93
S 2.90915 -0.88840 -0.39176 -1.07 0.71 0.24
C 1.29794 -0.81477 -3.16900 0.26 0.80 1.55
H -2.10903 -1.70057 3.97016 -1.07 -0.44 -0.55
H -2.37542 -0.06621 -4.22830 0.33 -0.54 -0.02
C -2.59008 -1.78880 2.97717 0.78 0.82 1.01
H -1.52502 1.59686 0.75501 -0.36 0.11 -0.19
O -0.57913 -0.28394 4.26325 0.91 -0.53 -1.23
Cl -5.80535 -3.10306 0.95446 0.38 0.73 0.51
C 0.94088 -1.03012 -4.49693 -1.23 1.12 0.70
H 1.64436 4.03376 -2.00068 0.50 0.35 -0.65
N 0.15975 1.51451 -0.40931 0.18 0.49 -0.32
C 0.00657 -0.36634 3.18376 -1.02 1.07 2.30
H 1.68911 -1.42058 -5.15043 0.24 0.21 -0.53
S 0.47877 -2.96729 0.15791 0.52 0.65 -0.40
Sb 2.71887 -3.25808 -0.94655 1.92 -0.38 -1.79
C -0.36563 -0.69159 -4.91587 1.49 -0.76 -0.67
H 2.88523 1.61760 0.39665 -0.21 -0.62 0.55
```
Forces are in eV/Å.